[1]
Entry from the Open Molecules 2025 dataset: a molecular structure, C37H39ClIN6O5OsS (wB97M-V/def2-TZVPD).

Properties
Orbital gap (alpha / beta), eV: 5.8529 / 5.8568
Calculated total energy, eV: -92100.7733
HOMO level (alpha / beta), eV: -10.39 / -10.39
Net charge: +1
ΔE to the lowest compared entry with this formula, charge and spin, kcal per mole: 7.0

Each line ends with the Löwdin charge.
Element x y z (Å)
Os -0.45 0.07 0.29  1.44
C -3.39 0.13 1.84  -0.16
N -2.60 0.14 0.60  -0.14
C -3.25 0.19 -0.51  -0.05
C -2.50 0.31 -1.71  -0.29
C -2.75 0.35 -3.05  0.01
C -1.48 0.50 -3.69  -0.04
C -0.52 0.54 -2.71  -0.10
N -1.13 0.43 -1.48  -0.17
C -3.19 -1.10 2.69  -0.22
C -2.81 -0.99 4.02  -0.07
C -2.65 -2.13 4.80  -0.07
C -2.87 -3.38 4.25  -0.06
C -3.27 -3.50 2.93  -0.05
C -3.44 -2.36 2.16  -0.03
H -4.44 0.21 1.55  0.13
H -3.15 1.02 2.42  0.10
H -4.34 0.13 -0.52  0.15
H -3.71 0.25 -3.54  0.12
H -1.30 0.57 -4.75  0.11
H 0.55 0.62 -2.79  0.10
H -2.65 -0.01 4.45  0.11
H -2.36 -2.03 5.84  0.11
H -2.74 -4.27 4.86  0.11
H -3.46 -4.47 2.50  0.11
H -3.77 -2.45 1.13  0.11
Cl 5.45 -2.44 3.04  0.73
C 4.26 -1.75 2.00  -0.59
C 4.54 -1.57 0.68  -0.15
C 3.59 -1.00 -0.20  -0.64
I 4.03 -0.75 -2.20  1.00
C 2.36 -0.62 0.28  -0.44
O 1.42 -0.05 -0.48  -0.32
C 2.06 -0.82 1.65  -0.18
N 0.80 -0.46 2.05  -0.04
C 0.46 -0.65 3.30  -0.11
C 1.33 -1.20 4.25  -0.02
C 2.59 -1.57 3.87  0.01
C 3.00 -1.38 2.53  -0.16
H 5.50 -1.87 0.29  0.10
H -0.54 -0.34 3.57  0.09
H 0.98 -1.35 5.26  0.12
H 3.27 -2.02 4.58  0.10
C 0.92 2.35 5.16  -0.10
C -0.18 3.40 5.22  -0.24
C 0.11 4.70 4.48  -0.19
C -0.05 4.66 2.97  -0.18
N 1.03 3.93 2.29  0.05
C 0.94 2.79 1.61  -0.66
S -0.65 2.08 1.39  0.78
N 2.01 2.23 1.10  0.04
C 3.35 2.81 1.05  -0.15
C 3.50 3.82 -0.09  -0.19
C 3.27 3.19 -1.46  -0.27
C 3.47 4.18 -2.60  -0.10
H 0.66 1.48 5.76  0.07
H 1.86 2.74 5.55  0.08
H 1.11 1.99 4.15  0.04
H -0.36 3.64 6.27  0.11
H -1.12 2.98 4.84  0.10
H 1.12 5.06 4.73  0.12
H -0.57 5.48 4.84  0.12
H -0.06 5.67 2.56  0.13
H -1.00 4.20 2.70  0.08
H 1.95 4.33 2.38  0.14
H 1.83 1.46 0.45  0.06
H 4.04 1.98 0.92  0.13
H 3.59 3.25 2.02  0.12
H 4.52 4.23 -0.04  0.13
H 2.82 4.65 0.06  0.11
H 2.25 2.78 -1.51  0.10
H 3.94 2.33 -1.58  0.06
H 2.78 5.02 -2.52  0.08
H 3.31 3.70 -3.56  0.07
H 4.49 4.58 -2.59  0.08
O 0.72 -3.17 1.24  0.13
C -0.34 -3.01 0.70  -0.49
O -0.88 -1.84 0.34  -0.21
C -1.27 -4.14 0.37  -0.12
C -1.00 -5.40 0.87  0.01
C -1.86 -6.46 0.62  -0.04
C -3.00 -6.26 -0.15  0.02
C -3.25 -4.99 -0.64  -0.13
C -2.40 -3.92 -0.41  0.03
N -4.48 -4.73 -1.41  -0.35
O -4.79 -3.57 -1.60  0.07
O -5.10 -5.69 -1.80  0.10
H -0.11 -5.55 1.47  0.13
H -1.65 -7.44 1.01  0.12
H -3.70 -7.06 -0.36  0.13
H -2.63 -2.95 -0.81  0.12



[2]
Entry from the Open Molecules 2025 dataset: a molecular structure, C45H38Cl5GeN5O8Tl in a non-equilibrium geometry (wB97M-V/def2-TZVPD).

Properties
Orbital gap, eV: 7.0450
Calculated total energy, eV: -194934.0037
HOMO level, eV: -5.34
Net charge: -1

Each line ends with the Löwdin charge.
Element x y z (Å)
Tl 1.78 -0.64 0.39  1.10
N 3.23 -1.89 -1.12  -0.01
C 4.60 -1.49 -0.92  -0.15
C 4.72 0.00 -0.44  -0.65
O 5.75 0.58 -0.70  0.05
O 3.76 0.48 0.23  -0.07
H 3.07 -2.88 -1.05  0.08
H 2.83 -1.49 -1.96  0.08
H 5.21 -1.58 -1.82  0.12
H 5.04 -2.10 -0.13  0.08
O 0.92 1.13 1.76  -0.18
N -0.29 1.07 2.11  0.00
N -0.99 0.07 1.76  -0.24
O -0.57 -0.93 1.05  -0.18
C -2.35 0.07 2.14  -0.17
C -2.93 1.18 2.74  -0.01
C -4.28 1.16 3.07  -0.08
C -5.03 0.02 2.82  -0.10
C -4.45 -1.08 2.22  -0.10
C -3.11 -1.06 1.87  0.00
H -2.34 2.06 2.93  0.11
H -4.74 2.03 3.51  0.10
H -6.08 0.00 3.09  0.10
H -5.04 -1.96 2.03  0.10
H -2.64 -1.89 1.37  0.12
Cl 3.19 2.58 3.45  0.78
C 4.66 1.86 2.92  -0.59
C 5.69 2.66 2.48  -0.10
C 6.86 2.08 2.00  -0.08
C 6.99 0.71 1.96  -0.12
C 5.95 -0.08 2.42  -0.58
Cl 6.10 -1.80 2.37  0.77
C 4.76 0.47 2.90  -0.33
N 3.70 -0.36 3.27  0.08
C 3.16 -0.41 4.54  -0.21
C 3.73 0.29 5.60  -0.05
C 3.20 0.21 6.87  -0.10
C 2.11 -0.60 7.12  -0.11
C 1.54 -1.31 6.07  -0.04
C 2.03 -1.22 4.78  -0.14
C 1.31 -1.88 3.65  -0.05
C 2.14 -2.87 2.81  -0.65
O 2.51 -3.93 3.28  0.05
O 2.42 -2.51 1.61  -0.14
H 5.58 3.74 2.48  0.10
H 7.65 2.71 1.62  0.10
H 7.88 0.25 1.57  0.11
H 3.64 -1.21 2.72  0.07
H 4.60 0.90 5.41  0.10
H 3.64 0.79 7.67  0.10
H 1.70 -0.68 8.11  0.09
H 0.69 -1.94 6.26  0.11
H 0.95 -1.11 2.97  0.06
H 0.45 -2.43 4.05  0.13
Cl 1.01 -5.08 -3.57  0.62
C -0.13 -4.86 -2.22  -1.56
Cl -1.79 -4.68 -2.86  0.64
Cl -0.03 -6.27 -1.13  0.62
C 0.21 -3.68 -1.47  -0.34
N 0.48 -2.75 -0.86  0.25
O 1.23 1.49 -3.34  0.06
C 0.93 1.15 -2.21  -0.66
O 1.30 0.01 -1.72  -0.14
C 0.03 2.03 -1.35  -0.16
C -1.30 1.34 -1.11  -0.24
Ge -2.45 1.04 -2.72  1.08
C -3.83 -0.25 -2.12  -0.25
C -3.87 -1.54 -2.63  -0.11
C -4.76 -2.48 -2.16  -0.10
C -5.67 -2.13 -1.17  -0.10
C -5.66 -0.84 -0.66  -0.11
C -4.74 0.08 -1.12  -0.12
C -3.31 2.77 -3.19  -0.25
C -4.68 2.97 -3.01  -0.11
C -5.23 4.23 -3.17  -0.10
C -4.43 5.31 -3.50  -0.10
C -3.07 5.11 -3.69  -0.09
C -2.52 3.86 -3.54  -0.11
C -1.40 0.20 -4.17  -0.27
C -0.64 -0.91 -3.84  -0.14
C 0.23 -1.46 -4.77  -0.08
C 0.34 -0.90 -6.03  -0.09
C -0.44 0.19 -6.37  -0.09
C -1.31 0.74 -5.44  -0.10
H -0.09 2.98 -1.87  0.10
H 0.54 2.22 -0.39  0.10
H -1.89 1.90 -0.38  0.08
H -1.12 0.35 -0.71  0.04
H -3.17 -1.81 -3.41  0.08
H -4.77 -3.49 -2.56  0.09
H -6.38 -2.86 -0.79  0.10
H -6.37 -0.56 0.10  0.10
H -4.72 1.07 -0.68  0.10
H -5.31 2.13 -2.76  0.08
H -6.29 4.37 -3.02  0.10
H -4.86 6.29 -3.61  0.10
H -2.44 5.95 -3.95  0.10
H -1.46 3.70 -3.70  0.10
H -0.70 -1.33 -2.85  0.08
H 0.85 -2.31 -4.50  0.07
H 1.05 -1.30 -6.74  0.10
H -0.35 0.64 -7.35  0.10
H -1.91 1.60 -5.70  0.10



[3]
Entry from the Open Molecules 2025 dataset: a molecular structure, C62H53CoN6P2S4 in a non-equilibrium geometry (wB97M-V/def2-TZVPD).

Properties
2S+1: 4
Orbital gap (alpha / beta), eV: 6.7817 / 6.9824
Calculated total energy, eV: -173629.3681
HOMO level (alpha / beta), eV: -9.07 / -9.29
Net charge: +1
ΔE to the lowest compared entry with this formula, charge and spin, kcal per mole: 13.7

Each line ends with the Löwdin charge.
Element x y z (Å)
Co -0.68 0.32 -1.03  0.22
N -0.83 0.76 0.91  -0.33
S -0.21 0.33 2.15  0.79
N 1.37 0.76 2.44  -0.36
S 2.70 -0.01 2.27  0.88
N 3.09 -0.72 0.95  -0.35
S 2.45 -0.18 -0.50  0.77
N 1.05 -0.55 -0.66  -0.35
C 3.05 1.52 -0.53  -0.35
C 2.17 2.58 -0.43  -0.13
C 2.68 3.87 -0.43  -0.05
C 4.05 4.07 -0.51  -0.06
C 4.93 2.99 -0.57  -0.05
C 4.42 1.70 -0.58  -0.08
C 3.52 -1.06 -1.63  -0.32
C 3.85 -0.47 -2.85  -0.07
C 4.51 -1.24 -3.80  -0.05
C 4.83 -2.56 -3.53  -0.06
C 4.49 -3.13 -2.31  -0.07
C 3.82 -2.38 -1.36  -0.07
C 3.90 1.24 2.70  -0.31
C 5.23 0.83 2.78  -0.06
C 6.20 1.77 3.07  -0.05
C 5.84 3.10 3.27  -0.05
C 4.51 3.49 3.20  -0.05
C 3.53 2.56 2.91  -0.06
C 2.99 -1.24 3.52  -0.31
C 2.88 -0.86 4.85  -0.06
C 3.12 -1.81 5.83  -0.05
C 3.47 -3.10 5.48  -0.05
C 3.58 -3.47 4.15  -0.05
C 3.34 -2.53 3.15  -0.05
C -0.97 1.15 3.55  -0.32
C -2.34 0.98 3.68  -0.07
C -3.01 1.64 4.70  -0.06
C -2.31 2.45 5.58  -0.06
C -0.94 2.61 5.44  -0.06
C -0.26 1.96 4.43  -0.07
C -0.31 -1.41 2.62  -0.29
C -0.38 -1.76 3.96  -0.07
C -0.42 -3.10 4.30  -0.06
C -0.39 -4.07 3.31  -0.06
C -0.31 -3.71 1.98  -0.07
C -0.28 -2.37 1.62  -0.09
H 1.10 2.40 -0.36  0.07
H 2.01 4.71 -0.38  0.12
H 4.45 5.08 -0.51  0.11
H 5.99 3.16 -0.62  0.11
H 5.09 0.85 -0.64  0.12
H 3.57 0.55 -3.06  0.09
H 4.77 -0.80 -4.75  0.12
H 5.34 -3.15 -4.28  0.11
H 4.74 -4.16 -2.10  0.11
H 3.53 -2.81 -0.41  0.10
H 5.48 -0.21 2.61  0.12
H 7.24 1.47 3.14  0.11
H 6.61 3.83 3.48  0.11
H 4.24 4.52 3.36  0.12
H 2.49 2.83 2.83  0.10
H 2.60 0.15 5.11  0.12
H 3.04 -1.53 6.88  0.12
H 3.67 -3.84 6.25  0.11
H 3.86 -4.48 3.88  0.12
H 3.42 -2.77 2.10  0.10
H -2.87 0.35 2.98  0.12
H -4.08 1.51 4.81  0.11
H -2.84 2.97 6.37  0.11
H -0.40 3.25 6.13  0.11
H 0.81 2.07 4.30  0.08
H -0.42 -0.99 4.73  0.12
H -0.49 -3.38 5.35  0.11
H -0.42 -5.12 3.59  0.11
H -0.28 -4.47 1.21  0.12
H -0.22 -2.05 0.59  0.06
C -4.78 0.12 -1.10  -0.14
N -3.55 -0.04 -1.90  -0.45
P -2.43 -1.32 -1.46  0.99
C -3.51 -2.75 -1.10  -0.33
C -3.07 -3.64 -0.12  -0.09
C -3.80 -4.79 0.17  -0.07
C -4.99 -5.03 -0.50  -0.07
C -5.43 -4.15 -1.47  -0.06
C -4.70 -3.01 -1.78  -0.10
C -1.77 -1.92 -3.06  -0.35
C -2.55 -2.11 -4.20  -0.09
C -2.00 -2.70 -5.33  -0.06
C -0.68 -3.13 -5.32  -0.07
C 0.10 -2.96 -4.19  -0.07
C -0.44 -2.35 -3.07  -0.11
P -2.50 1.36 -2.04  0.96
C -2.69 1.88 -3.76  -0.39
C -3.48 1.21 -4.67  -0.09
C -3.54 1.64 -5.99  -0.07
C -2.82 2.75 -6.39  -0.07
C -2.05 3.45 -5.47  -0.07
C -1.98 3.02 -4.15  -0.15
C -3.37 2.71 -1.17  -0.34
C -4.35 3.47 -1.80  -0.08
C -4.99 4.49 -1.11  -0.07
C -4.66 4.75 0.21  -0.07
C -3.69 3.99 0.85  -0.08
C -3.04 2.98 0.16  -0.10
H -5.17 -0.85 -0.82  0.06
H -5.53 0.65 -1.69  0.09
H -4.62 0.69 -0.18  0.07
H -2.15 -3.43 0.40  0.05
H -3.44 -5.48 0.92  0.10
H -5.57 -5.91 -0.26  0.11
H -6.36 -4.35 -2.00  0.11
H -5.06 -2.34 -2.54  0.10
H -3.58 -1.80 -4.20  0.09
H -2.61 -2.83 -6.21  0.11
H -0.26 -3.59 -6.20  0.11
H 1.13 -3.28 -4.19  0.10
H 0.18 -2.20 -2.19  0.06
H -4.05 0.35 -4.35  0.08
H -4.15 1.10 -6.71  0.11
H -2.84 3.07 -7.42  0.11
H -1.50 4.33 -5.77  0.11
H -1.37 3.54 -3.43  0.09
H -4.60 3.27 -2.83  0.11
H -5.74 5.08 -1.61  0.11
H -5.15 5.55 0.74  0.11
H -3.43 4.20 1.88  0.10
H -2.27 2.39 0.65  0.05
S 0.77 1.53 -3.00  0.60
C 0.22 0.92 -4.44  -0.87
N -0.10 0.51 -5.47  0.09



[4]
Entry from the Open Molecules 2025 dataset: a single C5H5NO molecule in a non-equilibrium geometry (wB97M-V/def2-TZVPD).

Properties
Orbital gap, eV: 10.8963
Calculated total energy, eV: -8800.5164
HOMO level, eV: -10.34
ΔE to the lowest compared entry with this formula, charge and spin, kcal per mole: 66.9
SMILES string: C#C[C@@H](O)CC#N

Each line ends with the natural charge from an NBO analysis.
Element x y z (Å)
C -1.85 -0.94 0.36  -0.16
C -0.75 -1.01 -0.10  -0.09
C 0.68 -0.63 -0.14  0.05
O 1.39 -0.74 -1.36  -0.70
C 0.77 0.88 0.32  -0.52
C -0.53 1.55 0.24  0.30
N -1.61 1.96 0.16  -0.33
H -2.82 -0.81 0.80  0.25
H 1.16 -1.27 0.62  0.20
H 0.92 -1.33 -1.95  0.49
H 1.14 0.93 1.36  0.25
H 1.50 1.41 -0.31  0.27



- Which value of calculated total energy does entry 3 give?
  -173629.3681 eV



- Number 3 is which compound?
  C62H53CoN6P2S4